Entry 1:
Formula: C45H37Co2O9P
Source: the Open Molecules 2025 dataset
Level of theory: ωB97M-V with the def2-TZVPD basis set

Each line ends with the Mulliken charge.
Cartesian coordinates (Å):
1 O 1.022 -6.219 0.769  -0.461
2 C 1.020 -5.063 0.829  0.052
3 Co 0.850 -3.331 0.901  0.422
4 C -0.865 -3.304 0.471  0.170
5 O -1.955 -3.315 0.081  -0.410
6 C 0.750 -3.186 2.684  0.654
7 O 0.564 -3.127 3.825  -0.476
8 C 2.434 -2.836 0.096  -1.515
9 C 1.350 -2.461 -0.719  1.081
10 C 0.651 -2.416 -1.917  -0.454
11 C 0.230 -3.665 -2.551  0.087
12 C 1.064 -4.805 -2.566  -0.201
13 C 0.652 -5.999 -3.150  -0.712
14 C -0.617 -6.081 -3.731  -0.303
15 C -1.460 -4.958 -3.750  -0.696
16 C -1.042 -3.765 -3.172  -0.070
17 Co 2.314 -1.005 0.419  -0.690
18 C 1.140 -0.096 -0.432  -0.392
19 O 0.375 0.462 -1.120  0.457
20 C 3.880 -0.399 -0.100  -0.053
21 O 4.850 0.132 -0.460  -0.507
22 P 1.932 0.314 2.077  2.216
23 C 0.231 0.506 2.702  -0.055
24 C 0.012 1.421 3.742  -0.404
25 C -1.202 1.422 4.423  -0.530
26 C -2.206 0.528 4.046  -0.803
27 C -2.037 -0.297 2.936  -0.767
28 C -0.841 -0.265 2.223  0.734
29 C 2.921 -0.364 3.456  0.662
30 C 2.324 -0.658 4.692  -0.589
31 C 3.101 -1.163 5.734  -0.638
32 C 4.454 -1.443 5.520  -0.545
33 C 5.044 -1.190 4.280  -0.709
34 C 4.281 -0.651 3.244  -0.340
35 C 2.480 2.049 1.880  0.748
36 C 3.109 2.754 2.921  -0.355
37 C 3.573 4.055 2.701  -0.773
38 C 3.488 4.623 1.424  -0.559
39 C 2.848 3.935 0.389  -0.968
40 C 2.303 2.675 0.635  -0.084
41 H 3.351 -3.374 -0.110  0.485
42 H 0.481 -1.464 -2.440  0.479
43 H 2.058 -4.713 -2.128  0.387
44 H 1.342 -6.848 -3.151  0.339
45 H -0.943 -7.018 -4.179  0.322
46 H -2.444 -5.018 -4.220  0.356
47 H -1.687 -2.882 -3.150  0.484
48 H 0.801 2.123 4.016  0.204
49 H -1.360 2.130 5.236  0.396
50 H -3.145 0.508 4.596  0.329
51 H -2.845 -0.951 2.599  0.388
52 H -0.737 -0.845 1.300  -0.857
53 H 1.261 -0.465 4.841  0.380
54 H 2.637 -1.339 6.705  0.380
55 H 5.047 -1.871 6.325  0.334
56 H 6.100 -1.400 4.117  0.410
57 H 4.737 -0.452 2.270  0.274
58 H 3.241 2.287 3.900  0.412
59 H 4.009 4.619 3.529  0.385
60 H 3.920 5.605 1.228  0.357
61 H 2.761 4.363 -0.613  0.489
62 H 1.745 2.182 -0.163  0.024
63 C -5.784 1.674 -3.937  -1.211
64 C -4.926 0.584 -3.321  -0.257
65 O -3.718 1.257 -2.893  -0.099
66 C -2.767 0.517 -2.264  -1.418
67 C -1.731 1.411 -1.752  0.809
68 C -0.812 1.946 -2.761  0.553
69 O 0.112 2.743 -2.589  -0.844
70 O -1.117 1.444 -3.975  -0.097
71 C -0.460 2.059 -5.112  -0.411
72 C -1.418 1.929 -6.267  -0.963
73 C -1.963 2.030 -0.502  1.770
74 C -1.185 3.148 -0.099  -0.563
75 C -1.460 3.825 1.077  -0.653
76 C -2.543 3.426 1.867  -0.650
77 C -3.309 2.313 1.508  -0.618
78 C -3.014 1.594 0.357  -0.482
79 O -2.769 -0.708 -2.191  -0.602
80 H -6.845 1.454 -3.799  0.362
81 H -5.568 2.662 -3.512  0.271
82 H -5.620 1.722 -5.020  0.317
83 H -5.412 0.126 -2.445  0.300
84 H -4.657 -0.187 -4.060  0.275
85 H -0.232 3.112 -4.917  0.306
86 H 0.474 1.510 -5.268  0.324
87 H -1.310 2.783 -6.938  0.351
88 H -1.216 1.017 -6.829  0.296
89 H -2.454 1.884 -5.927  0.109
90 H -0.378 3.455 -0.760  0.374
91 H -0.823 4.671 1.346  0.333
92 H -2.771 3.973 2.781  0.330
93 H -4.117 1.961 2.156  0.372
94 H -3.559 0.679 0.106  0.435

Properties
Calculated total energy in a.u.: -5520.921495
HOMO in eV: -0.11
Frontier orbital gap in eV: 4.363
Net charge: -2



Entry 2:
Formula: C45H37N3O6S3SeTeW
Source: the Open Molecules 2025 dataset
Level of theory: ωB97M-V with the def2-TZVPD basis set

Each line ends with the Mulliken charge.
Cartesian coordinates (Å):
1 W -1.190 -0.124 1.258  1.008
2 S -3.001 -2.781 1.335  -0.359
3 C -1.461 -3.458 1.349  0.234
4 N -0.331 -2.791 1.273  0.655
5 C 0.769 -3.636 1.296  -1.024
6 C 2.112 -3.259 1.277  0.140
7 C 3.095 -4.231 1.305  -1.018
8 C 2.778 -5.587 1.368  -0.657
9 C 1.452 -5.985 1.414  -0.515
10 C 0.467 -5.010 1.376  0.736
11 S -1.258 -5.215 1.442  -0.422
12 H 2.362 -2.213 1.256  0.664
13 H 4.135 -3.924 1.290  0.488
14 H 3.567 -6.329 1.391  0.343
15 H 1.179 -7.031 1.486  0.354
16 O 2.548 1.427 1.283  -0.821
17 S 1.604 0.935 0.311  1.223
18 O 1.273 -0.485 0.407  -0.194
19 N 0.136 1.573 0.304  0.800
20 C 0.007 2.939 0.019  -0.754
21 C 1.111 3.787 0.010  -0.521
22 C 0.969 5.155 -0.234  -1.224
23 C -0.256 5.700 -0.496  -0.967
24 C -1.405 4.886 -0.518  1.309
25 C -2.684 5.398 -0.801  -0.822
26 C -3.743 4.528 -0.828  -1.024
27 C -3.534 3.186 -0.522  -0.289
28 N -2.362 2.663 -0.210  0.261
29 C -1.294 3.491 -0.246  0.287
30 C 2.369 1.258 -1.279  0.682
31 C 3.655 1.783 -1.298  -0.446
32 C 4.283 2.023 -2.508  -0.743
33 C 3.635 1.727 -3.702  -0.479
34 C 2.339 1.230 -3.671  -0.604
35 C 1.700 0.999 -2.464  -0.395
36 H 2.080 3.366 0.232  0.706
37 H 1.847 5.790 -0.221  0.387
38 H -0.370 6.761 -0.689  0.350
39 H -2.808 6.453 -1.016  0.399
40 H -4.738 4.876 -1.077  0.386
41 H -4.368 2.497 -0.530  0.442
42 H 4.154 1.976 -0.358  0.479
43 H 5.286 2.432 -2.525  0.371
44 H 4.147 1.867 -4.645  0.373
45 H 1.820 1.007 -4.595  0.427
46 H 0.696 0.589 -2.438  -0.218
47 C -0.495 3.825 5.579  -0.587
48 C -1.564 3.174 6.181  -0.514
49 C -2.440 2.424 5.423  -0.931
50 C -2.262 2.272 4.041  0.128
51 C -1.241 3.012 3.448  0.385
52 C -0.351 3.757 4.202  -0.388
53 C -3.205 1.449 3.281  -1.006
54 C -3.119 0.727 2.121  1.635
55 C -4.472 0.237 1.686  1.068
56 C -4.626 -0.359 0.425  0.360
57 C -5.846 -0.806 -0.054  -1.064
58 C -6.994 -0.677 0.711  -0.560
59 C -6.880 -0.087 1.961  -0.725
60 C -5.656 0.353 2.434  -0.884
61 H 0.215 4.385 6.177  0.349
62 H -1.697 3.242 7.255  0.319
63 H -3.261 1.906 5.906  0.364
64 H -1.181 3.035 2.377  0.511
65 H 0.460 4.273 3.701  0.404
66 H -4.164 1.484 3.790  -0.139
67 H -3.759 -0.465 -0.212  -0.264
68 H -5.891 -1.263 -1.036  0.389
69 H -7.954 -1.029 0.351  0.344
70 H -7.759 0.031 2.587  0.349
71 H -5.649 0.792 3.421  0.437
72 C 4.550 -4.255 -5.866  -1.475
73 C 3.679 -3.616 -4.813  0.874
74 C 2.305 -3.504 -4.998  -0.860
75 C 1.486 -2.902 -4.042  0.048
76 C -0.001 -2.818 -4.246  -1.109
77 C 2.103 -2.428 -2.905  0.457
78 Te -1.415 -0.757 -1.165  -0.556
79 C 3.450 -2.537 -2.654  1.115
80 C 4.088 -2.046 -1.383  -1.197
81 C 4.240 -3.134 -3.640  -0.628
82 H 3.958 -4.561 -6.728  0.334
83 H 5.057 -5.137 -5.471  0.320
84 H 5.317 -3.557 -6.208  0.318
85 H 1.855 -3.897 -5.905  0.211
86 H -0.276 -3.162 -5.242  0.375
87 H -0.384 -1.812 -4.073  0.146
88 H -0.498 -3.440 -3.500  0.278
89 H 4.617 -2.859 -0.885  0.472
90 H 3.334 -1.653 -0.708  -0.235
91 H 4.806 -1.255 -1.605  0.389
92 H 5.310 -3.224 -3.476  0.359
93 O 1.024 -1.864 3.672  -0.654
94 Se -0.054 -0.701 3.673  0.847
95 O -0.249 -0.111 5.132  -0.714
96 O 0.206 0.442 2.494  -0.599
97 O -1.496 -1.150 2.975  -0.507

Properties
2S+1: 3
Calculated total energy in a.u.: -6283.694203
Expectation value of S²: 2.396
HOMO (alpha / beta) in eV: -1.49 / -1.68
Frontier orbital gap (alpha / beta) in eV: 5.309 / 5.485
Net charge: -2
Energy relative to the best compared isomer or geometry (same formula, charge and spin) in kJ/mol: 600.0